A structure of composition C24H28F5MoN2OS3 in a non-equilibrium geometry, computed with ωB97M-V/def2-TZVPD.

Geometry (Å):
Mo1 1.72 -1.31 -0.07
S1 1.44 0.84 0.72
C1 -0.28 1.13 0.75
N1 -0.72 2.33 0.91
C2 -2.19 2.56 0.90
C3 -2.89 1.40 1.54
N2 -2.46 0.13 0.91
C4 -3.53 -0.89 0.72
C5 -4.52 -0.38 -0.29
C6 -5.78 0.04 0.12
C7 -6.68 0.53 -0.82
C8 -6.32 0.61 -2.15
C9 -5.07 0.18 -2.56
C10 -4.17 -0.31 -1.64
C11 -1.23 -0.02 0.58
S2 -0.61 -1.52 -0.01
C12 0.16 3.52 1.06
C13 0.73 3.59 2.46
C14 2.11 3.58 2.63
C15 2.65 3.69 3.91
C16 1.81 3.79 5.01
C17 0.43 3.79 4.83
C18 -0.11 3.70 3.56
H1 -2.49 2.70 -0.14
H2 -2.40 3.47 1.45
H3 -3.97 1.50 1.41
H4 -2.67 1.33 2.61
H5 -4.00 -1.04 1.69
H6 -3.07 -1.83 0.41
H7 -6.08 -0.04 1.16
H8 -7.67 0.84 -0.50
H9 -7.02 1.01 -2.88
H10 -4.80 0.21 -3.61
H11 -3.20 -0.68 -1.96
H12 -0.46 4.39 0.83
H13 0.96 3.46 0.32
H14 2.77 3.54 1.77
H15 3.72 3.71 4.04
H16 2.23 3.87 6.00
H17 -0.22 3.90 5.69
H18 -1.19 3.75 3.44
F1 2.25 -3.64 0.67
C19 2.18 -2.56 1.55
F2 1.42 -2.87 2.58
C20 3.61 -2.15 1.92
F3 3.58 -1.06 2.67
F4 4.11 -1.77 0.67
F5 4.37 -3.06 2.45
C21 3.95 -1.05 -4.18
C22 2.65 -1.81 -4.37
S3 2.19 -2.95 -3.05
O1 2.20 -1.99 -1.76
C23 3.66 -3.99 -2.81
C24 3.37 -5.37 -3.38
H19 3.98 -0.25 -4.91
H20 4.82 -1.68 -4.36
H21 4.03 -0.61 -3.19
H22 2.64 -2.44 -5.26
H23 1.78 -1.15 -4.43
H24 3.82 -3.99 -1.73
H25 4.50 -3.49 -3.29
H26 2.54 -5.86 -2.87
H27 4.26 -5.99 -3.25
H28 3.16 -5.34 -4.45

Summary:
expectation value of S² = 2.02
spin multiplicity = 3
highest occupied orbital energy (alpha / beta) = -16.6 / -16.6 eV
net charge = +3